{
  "formula": "C6H14OS2",
  "method": "ωB97M-V/def2-TZVPD",
  "symbols": ["C", "C", "C", "C", "S", "O", "H", "H", "H", "H", "H", "H", "H", "H", "H", "H", "C", "C", "S", "H", "H", "H", "H"],
  "positions_angstrom": [[-1.74428, 0.66354, -2.62137], [-1.68958, -0.27067, -1.47418], [-1.26643, -1.73719, -1.77183], [-3.03914, -0.17770, -0.71636], [-0.41424, 0.38385, -0.34393], [-0.50346, -0.79634, 0.92882], [-1.39874, 0.17840, -3.62034], [-2.83086, 0.81759, -2.85022], [-0.97443, 1.38694, -2.52340], [-0.38463, -1.68622, -2.51813], [-2.19624, -2.28997, -2.05774], [-0.76842, -2.23159, -0.91443], [-3.07677, -0.96120, 0.00247], [-3.09439, 0.78983, -0.12321], [-3.90989, -0.37792, -1.35812], [0.35382, -0.79336, 1.20919], [3.92208, 1.62569, 3.29042], [3.88514, 0.32710, 2.62842], [2.63373, -0.67386, 2.49884], [4.54098, 2.32619, 2.63026], [2.84715, 1.98414, 3.43732], [4.26665, 1.33993, 4.24446], [4.84193, 0.17281, 2.02305]],
  "forces_ev_per_a": [[-0.360, -2.065, -3.567], [-0.078, -1.576, 2.067], [0.828, 0.393, -0.740], [0.298, 0.515, 0.485], [-0.011, -0.309, 0.727], [-3.666, 1.202, -2.324], [-0.380, 0.231, 1.644], [1.264, 1.269, 0.326], [-0.236, 1.851, 0.068], [-1.864, -0.341, 0.548], [1.139, 0.067, -0.284], [-0.856, 0.338, -0.130], [0.064, -0.661, 0.889], [-0.239, -1.030, -1.108], [0.273, 0.491, -0.079], [3.784, -0.357, 1.479], [-1.965, 1.354, -1.540], [0.862, -0.468, -2.464], [0.300, -0.163, 0.186], [-0.678, -0.708, 1.611], [1.519, -0.175, -0.204], [1.136, 0.629, 1.480], [-1.134, -0.486, 0.928]],
  "lowdin_charge": [-0.131, -0.873, -0.106, -0.121, 0.923, -0.406, 0.111, 0.098, 0.040, 0.103, 0.092, 0.060, 0.055, 0.100, 0.083, -0.137, -0.189, -0.760, 0.712, 0.109, 0.098, 0.061, 0.078],
  "gap_ev": 8.01,
  "smiles": "CC(C)(C)SO.CC=S",
  "homo_energy_ev": -8.3,
  "e_above_lowest_kj_mol": 305.5
}

***

{
  "formula": "C6H14OS2Si2",
  "method": "ωB97M-V/def2-TZVPD",
  "symbols": ["C", "C", "Si", "C", "C", "O", "Si", "S", "S", "C", "C", "H", "H", "H", "H", "H", "H", "H", "H", "H", "H", "H", "H", "H", "H"],
  "positions_angstrom": [[-1.00613, 3.20867, -1.13706], [-0.45732, 2.60686, -0.13679], [0.23577, 0.79406, -0.42919], [2.06500, 0.84782, 0.15090], [-0.03930, 0.34952, -2.27819], [-0.48354, -0.32156, 0.55220], [-1.37307, -0.93286, 2.32854], [-0.18906, -0.02831, 3.92712], [-3.32341, 0.03716, 2.12891], [-0.87234, -2.67479, 1.94601], [-1.04566, -3.36033, 0.81454], [-1.42790, 4.21482, -1.26870], [-1.23548, 2.63586, -2.09512], [-0.32049, 3.30039, 0.59380], [2.25887, 1.77589, 0.57992], [2.43824, 0.08609, 0.88209], [2.73681, 0.75728, -0.77420], [-1.09669, 0.70260, -2.46741], [0.62895, 0.92945, -2.88091], [0.05269, -0.72277, -2.47401], [0.65228, 0.51423, 3.05849], [-2.90868, 0.84892, 1.16298], [-0.17986, -3.08150, 2.76727], [-0.46583, -4.25146, 0.62969], [-1.86725, -3.11118, 0.06077]],
  "forces_ev_per_a": [[-2.505, 0.000, -4.767], [1.043, -2.834, -0.977], [0.028, -0.029, 1.564], [0.571, -1.996, -1.998], [-1.373, 0.436, 1.527], [-1.733, -0.425, 2.564], [1.984, 2.389, -4.210], [-0.798, -0.630, -0.078], [0.311, -1.044, 0.563], [0.554, -0.824, 1.694], [-1.609, 0.526, -0.297], [0.524, -0.102, 0.816], [0.405, 0.717, 1.124], [0.818, 1.161, 3.073], [0.418, 1.841, 0.699], [-0.716, 0.332, -0.700], [-0.721, 0.178, 1.237], [1.069, -0.664, -0.124], [0.384, 0.250, -0.539], [-0.009, 0.245, 0.058], [0.253, 0.073, -0.420], [0.385, 0.129, -0.261], [-0.781, 0.535, -1.478], [-0.050, -0.202, -0.046], [1.547, -0.063, 0.977]],
  "lowdin_charge": [-0.113, -0.202, 0.408, -0.178, -0.166, -0.451, 0.140, 0.447, 0.436, -0.320, -0.048, 0.059, 0.044, 0.019, -0.023, 0.036, 0.046, 0.033, 0.015, 0.028, -0.222, -0.215, 0.079, 0.054, 0.095],
  "gap_ev": 9.16,
  "smiles": "C=C[Si](C)(C)O[Si](S)(S)C=C",
  "homo_energy_ev": -9.5,
  "e_above_lowest_kj_mol": 133.6
}